# 1
Molecular formula: C3H6ClNS
Method: DFT, wB97M-V/def2-TZVPD

For the frontier orbital gap, the calculation gives 9.64 eV. As for the spin multiplicity: 1. The largest force on an atom is 3.64 eV/A. The HOMO energy is -0.328 hartree.

Cartesian coordinates (Å):
C -1.409 0.551 -0.343
C -0.363 0.702 0.621
Cl 0.507 2.255 0.317
C 0.675 -0.330 0.695
N 0.815 -1.032 -0.322
S 1.976 -2.288 -0.435
H -2.032 1.450 -0.429
H -0.991 0.501 -1.324
H -2.062 -0.375 -0.200
H -0.843 0.780 1.624
H 1.396 -0.298 1.514
H 2.334 -1.918 -1.719

---

# 2
Molecular formula: C3H4N2O
Method: DFT, wB97M-V/def2-TZVPD

For the frontier orbital gap (spin up / spin down), the calculation gives 7.47 / 7.47 eV. As for the spin multiplicity: 1. The largest force on an atom is 0.88 eV/A. The HOMO energy (spin up / spin down) is -0.303 / -0.303 hartree.

Cartesian coordinates (Å):
N -2.000 -0.171 -0.320
C -0.734 -0.351 -0.244
N 0.005 -1.506 -0.369
O 1.330 -1.099 -0.071
C 1.453 0.126 0.236
C 0.160 0.800 0.163
H -0.327 1.091 1.104
H -2.456 -1.060 -0.507
H 2.447 0.482 0.476
H 0.122 1.689 -0.467

---

# 3
Molecular formula: C22H24N4O5Ti
Method: DFT, wB97M-V/def2-TZVPD

For the frontier orbital gap (spin up / spin down), the calculation gives 4.13 / 4.10 eV. As for the expectation value of S²: 2.034. As for the spin multiplicity: 3. The largest force on an atom is 0.91 eV/A. As for the total charge: -2. The HOMO energy (spin up / spin down) is 0.014 / 0.014 hartree.

Cartesian coordinates (Å):
Ti -0.834 0.594 0.820
O 0.418 4.503 0.769
C 0.211 3.380 0.297
O -0.217 2.383 1.094
C 0.349 3.002 -1.074
C 0.965 3.810 -2.011
C 1.271 3.416 -3.296
C 1.110 2.028 -3.624
C 1.608 1.446 -4.797
C 1.486 0.087 -5.062
C 0.874 -0.743 -4.137
C 0.373 -0.191 -2.957
C 0.451 1.169 -2.707
N -0.140 1.709 -1.532
H 1.247 4.794 -1.649
H 1.814 4.063 -3.974
H 2.103 2.092 -5.517
H 1.884 -0.320 -5.986
H 0.790 -1.809 -4.308
H -0.108 -0.831 -2.226
C -2.074 -3.363 -0.245
C -1.085 -2.288 0.097
O -1.594 -1.115 0.405
C 0.308 -2.512 0.084
C 0.837 -3.780 -0.281
C 2.196 -4.020 -0.352
C 3.095 -3.001 -0.058
C 2.615 -1.749 0.323
C 1.253 -1.484 0.418
O 0.874 -0.274 0.821
H -3.073 -2.931 -0.229
H -2.042 -4.201 0.463
H -1.898 -3.785 -1.241
H 0.150 -4.582 -0.524
H 2.556 -5.000 -0.648
H 4.164 -3.170 -0.128
H 3.290 -0.935 0.557
N -2.390 0.983 -1.878
C -1.418 1.260 -1.103
H -2.137 1.248 -2.841
N 0.948 2.135 4.050
N 2.007 1.225 3.664
H 0.082 1.813 3.623
H 1.148 3.003 3.563
H 1.853 0.907 2.705
H 1.897 0.404 4.248
C -2.021 -0.481 4.739
O -1.384 -0.198 3.515
C -2.021 0.617 2.583
C -3.516 0.602 2.601
H -2.257 0.441 5.282
H -1.319 -1.071 5.328
H -2.943 -1.056 4.597
H -3.892 1.254 1.811
H -3.893 -0.412 2.384
H -3.970 0.933 3.545

---

# 4
Molecular formula: C5H11N2O
Method: DFT, wB97M-V/def2-TZVPD

For the frontier orbital gap, the calculation gives 10.85 eV. As for the spin multiplicity: 1. The largest force on an atom is 4.05 eV/A. As for the total charge: +1. The HOMO energy is -0.529 hartree.

Cartesian coordinates (Å):
C 0.482 -1.399 -1.846
C -0.226 -1.215 -0.767
C 0.201 -0.543 0.545
C -1.021 -0.664 1.582
C 0.534 0.893 0.336
N 1.634 1.370 0.842
N -0.102 1.583 -0.594
O -1.326 1.321 -1.090
H 1.389 -0.834 -2.018
H -0.015 -1.927 -2.554
H -1.296 -1.658 -0.810
H 0.911 -1.156 1.090
H -0.878 -1.366 2.298
H -2.031 -0.859 1.053
H -1.058 0.209 2.196
H 2.101 0.703 1.484
H 1.820 2.356 0.875
H -0.004 2.532 -0.878
H -1.114 0.656 -1.745

---

# 5
Molecular formula: C27H25N3O2RuS2
Method: DFT, wB97M-V/def2-TZVPD

For the frontier orbital gap (spin up / spin down), the calculation gives 5.26 / 6.38 eV. As for the expectation value of S²: 0.761. As for the spin multiplicity: 2. The largest force on an atom is 0.78 eV/A. As for the total charge: +1. The HOMO energy (spin up / spin down) is -0.339 / -0.380 hartree.

Cartesian coordinates (Å):
Ru -0.464 -0.712 0.151
C 1.823 -4.056 -1.658
O 1.220 -4.476 -0.390
C 0.491 -3.440 -0.005
N 0.582 -2.346 -0.669
C 1.643 -2.526 -1.676
C 1.296 -1.954 -3.022
C -0.001 -2.033 -3.518
C -0.302 -1.515 -4.768
C 0.694 -0.924 -5.534
C 1.989 -0.848 -5.045
C 2.288 -1.357 -3.789
C -0.385 -3.489 1.175
C -0.724 -4.578 1.956
C -1.623 -4.382 2.998
C -2.177 -3.125 3.222
C -1.787 -2.087 2.396
N -0.894 -2.273 1.416
C -2.290 -0.706 2.366
N -1.864 0.106 1.464
C -2.574 1.391 1.632
C -3.432 1.125 2.894
O -3.210 -0.283 3.216
C -1.652 2.571 1.784
C -1.875 3.725 1.045
C -1.076 4.843 1.234
C -0.048 4.810 2.165
C 0.181 3.656 2.904
C -0.617 2.539 2.712
H 1.268 -4.540 -2.462
H 2.857 -4.385 -1.661
H 2.531 -2.019 -1.289
H -0.782 -2.491 -2.922
H -1.314 -1.572 -5.145
H 0.459 -0.522 -6.510
H 2.767 -0.386 -5.638
H 3.297 -1.282 -3.400
H -0.302 -5.551 1.746
H -1.909 -5.214 3.626
H -2.899 -2.955 4.007
H -3.197 1.536 0.748
H -4.497 1.266 2.738
H -3.096 1.707 3.749
H -2.678 3.751 0.317
H -1.262 5.742 0.661
H 0.571 5.684 2.321
H 0.979 3.627 3.635
H -0.433 1.643 3.294
C 1.284 3.259 -1.520
C 1.006 1.970 -0.801
S -0.303 1.033 -1.288
C 1.819 1.516 0.225
C 3.036 2.272 0.669
S 1.470 0.054 1.003
H 0.517 3.459 -2.265
H 2.252 3.223 -2.024
H 1.310 4.092 -0.815
H 3.656 2.551 -0.185
H 3.638 1.680 1.357
H 2.743 3.195 1.175

---

# 6
Molecular formula: C4H6IP
Method: DFT, wB97M-V/def2-TZVPD

For the frontier orbital gap (spin up / spin down), the calculation gives 6.68 / 6.40 eV. As for the spin multiplicity: 1. The largest force on an atom is 4.33 eV/A. The HOMO energy (spin up / spin down) is -0.293 / -0.291 hartree.

Cartesian coordinates (Å):
C 0.893 -1.411 -0.650
C 0.128 -0.968 0.585
C -0.920 0.137 0.245
C -0.342 1.363 -0.487
P 0.490 1.379 -2.112
I 2.984 -1.758 -0.281
H -0.323 -1.853 0.857
H 0.655 -0.631 1.388
H -1.731 -0.370 -0.395
H -1.265 0.314 1.240
H -1.062 2.080 -0.427
H 0.493 1.717 0.037

---

# 7
Molecular formula: C50H58IrN7O2S
Method: DFT, wB97M-V/def2-TZVPD

For the frontier orbital gap (spin up / spin down), the calculation gives 4.93 / 5.37 eV. As for the expectation value of S²: 8.801. As for the spin multiplicity: 6. The largest force on an atom is 3.10 eV/A. As for the total charge: +1. The HOMO energy (spin up / spin down) is -0.303 / -0.390 hartree.

Cartesian coordinates (Å):
Ir -1.176 -0.762 0.208
C 3.676 -3.883 2.288
C 2.511 -4.704 1.813
C 1.659 -3.956 0.823
C 1.653 -3.888 -0.515
C 2.501 -4.689 -1.508
C 3.682 -3.853 -2.026
C 0.690 -2.919 -0.953
C 0.370 -2.568 -2.249
C -0.624 -1.705 -2.612
C -0.963 -1.326 -4.012
C -0.337 -1.930 -5.228
C 1.098 -1.579 -5.418
C -1.935 -0.437 -3.970
C -2.355 -0.297 -2.550
C -3.401 0.367 -2.066
C -3.785 0.570 -0.703
N -3.071 0.158 0.334
C -3.642 0.707 1.440
C -3.153 0.521 2.729
C -2.052 -0.174 3.087
N -1.214 -0.900 2.213
C -0.285 -1.551 3.014
C 0.505 -2.539 2.590
C 0.682 -2.924 1.250
N 0.091 -2.352 0.185
C -0.451 -1.054 4.371
C -1.550 -0.324 4.447
C -2.183 0.367 5.640
C -2.005 1.867 5.653
C 0.586 -1.359 5.461
C 1.804 -0.410 5.370
C -4.787 1.488 1.099
C -4.931 1.389 -0.227
C -5.931 2.041 -1.110
C -5.455 3.418 -1.559
C -5.602 2.331 1.998
C -4.843 3.587 2.478
N -1.490 -1.055 -1.774
C -2.568 0.391 -5.065
C -2.067 1.836 -5.015
H 4.357 -4.422 2.986
H 3.259 -2.997 2.809
H 4.296 -3.506 1.485
H 1.857 -5.110 2.633
H 2.862 -5.597 1.297
H 1.836 -5.009 -2.332
H 2.956 -5.537 -1.029
H 3.356 -2.936 -2.570
H 4.277 -4.431 -2.720
H 4.340 -3.563 -1.188
H 0.876 -3.035 -3.079
H -0.878 -1.544 -6.104
H -0.471 -3.023 -5.246
H 1.252 -0.548 -5.738
H 1.456 -2.164 -6.303
H 1.752 -1.726 -4.554
H -3.929 0.965 -2.838
H -3.706 1.037 3.498
H 1.155 -3.040 3.289
H -1.741 -0.002 6.560
H -3.217 0.039 5.693
H -0.978 2.155 5.531
H -2.401 2.301 6.593
H -2.479 2.369 4.803
H 0.941 -2.401 5.452
H 0.149 -1.164 6.454
H 2.247 -0.473 4.374
H 2.570 -0.809 6.083
H 1.557 0.644 5.565
H -6.916 2.129 -0.615
H -6.122 1.348 -1.920
H -5.184 3.984 -0.693
H -6.229 3.959 -2.087
H -4.566 3.352 -2.206
H -5.995 1.719 2.842
H -6.480 2.594 1.420
H -4.094 3.306 3.184
H -5.524 4.201 3.022
H -4.448 4.104 1.619
H -3.669 0.380 -4.978
H -2.303 -0.012 -6.031
H -2.149 2.274 -4.004
H -2.676 2.456 -5.691
H -1.024 1.849 -5.283
C 5.660 -0.083 -4.684
C 4.797 -0.042 -3.443
C 5.422 -0.100 -2.201
C 4.718 -0.140 -0.999
C 3.318 -0.042 -1.042
C 2.671 0.062 -2.258
C 3.409 0.107 -3.429
S 2.444 0.107 0.545
O 2.978 1.301 1.169
O 2.625 -1.105 1.320
N 0.894 0.328 0.224
C 0.449 1.579 -0.188
C 1.206 2.759 -0.373
C 0.556 3.923 -0.647
C -0.834 3.916 -0.827
C -1.502 2.737 -0.637
N -0.874 1.592 -0.328
H 5.321 0.585 -5.467
H 5.698 -1.107 -5.128
H 6.685 0.175 -4.430
H 6.487 -0.234 -2.165
H 5.157 -0.122 -0.051
H 1.569 0.192 -2.253
H 2.851 0.258 -4.354
H 2.295 2.709 -0.275
H 1.104 4.867 -0.761
H -1.388 4.806 -1.112
H -2.578 2.687 -0.709
C 3.611 2.542 3.941
C 2.282 2.883 4.407
N 1.298 3.347 4.793
H 4.317 3.099 4.549
H 3.674 2.918 2.910
H 3.856 1.480 3.987

---

# 8
Molecular formula: C16H36As3F18PRb
Method: DFT, wB97M-V/def2-TZVPD

For the frontier orbital gap (spin up / spin down), the calculation gives 2.32 / 11.02 eV. As for the expectation value of S²: 0.750. As for the spin multiplicity: 2. The largest force on an atom is 3.11 eV/A. As for the total charge: -2. The HOMO energy (spin up / spin down) is 0.038 / -0.283 hartree.

Cartesian coordinates (Å):
Rb -13.758 -19.230 8.644
C -11.725 -21.750 10.512
C -11.451 -22.161 11.922
C -11.913 -21.092 12.976
C -11.246 -21.080 14.382
P -10.995 -19.419 15.231
C -12.484 -18.855 16.098
C -13.216 -19.843 17.062
C -14.361 -19.451 17.999
C -14.002 -18.159 18.791
C -9.843 -19.617 16.613
C -9.647 -18.505 17.634
C -8.270 -18.765 18.317
C -7.629 -17.468 18.832
C -10.529 -18.154 13.981
C -9.404 -18.638 13.030
C -9.171 -17.962 11.650
C -7.756 -18.323 11.214
H -12.767 -21.550 10.264
H -11.489 -22.445 9.707
H -11.126 -20.857 10.333
H -10.373 -22.317 11.886
H -11.889 -23.154 12.022
H -12.995 -21.203 13.048
H -11.889 -20.104 12.515
H -10.219 -21.392 14.187
H -11.695 -21.831 15.031
H -13.171 -18.365 15.409
H -12.120 -18.012 16.686
H -12.492 -20.422 17.634
H -13.729 -20.567 16.430
H -14.613 -20.244 18.704
H -15.293 -19.315 17.451
H -13.817 -17.337 18.099
H -13.092 -18.272 19.380
H -14.772 -18.017 19.550
H -8.904 -19.881 16.127
H -10.019 -20.588 17.077
H -10.368 -18.538 18.451
H -9.566 -17.481 17.267
H -7.554 -19.091 17.563
H -8.472 -19.482 19.113
H -6.629 -17.708 19.193
H -8.174 -16.918 19.600
H -7.233 -16.796 18.071
H -10.224 -17.240 14.490
H -11.344 -18.115 13.258
H -9.400 -19.728 13.022
H -8.536 -18.401 13.644
H -9.225 -16.891 11.843
H -9.932 -18.071 10.878
H -7.608 -19.375 10.970
H -7.079 -18.091 12.037
H -7.407 -17.688 10.401
As -14.659 -17.795 12.237
F -14.493 -19.085 13.521
F -13.488 -16.743 12.990
F -14.895 -16.611 10.915
F -15.907 -18.841 11.446
F -15.960 -16.978 13.180
F -13.343 -18.581 11.296
As -16.504 -22.147 9.041
F -17.230 -23.214 10.319
F -15.354 -23.548 8.664
F -15.660 -21.166 7.790
F -17.731 -20.879 9.247
F -15.378 -21.378 10.241
F -17.472 -22.920 7.793
As -15.798 -16.611 6.214
F -14.114 -17.018 6.953
F -15.735 -15.215 7.286
F -17.488 -16.175 5.686
F -15.627 -18.070 5.158
F -16.460 -17.533 7.611
F -15.032 -15.632 4.902

---

Q: Which formula does entry 8 have?
A: C16H36As3F18PRb

---

Q: What is the formula in the third record?
A: C22H24N4O5Ti